[1]
Density functional theory data (ωB97M-V/def2-TZVPD) for a structure of composition C21H60CoN7O7 in a non-equilibrium geometry.

Output
LUMO level (alpha / beta)	0.37 / 0.24	eV
total charge	0
multiplicity	5
highest occupied orbital energy (alpha / beta)	-0.1152 / -0.3153	Eh

CARTESIAN COORDINATES (ANGSTROEM)
O (-23.56942, -15.41072, -3.39014)
C (-23.86787, -14.73859, 0.88361)
H (-20.91320, -19.79987, -1.95629)
H (-19.72575, -12.80395, 0.71478)
C (-24.25150, -14.38917, -2.72259)
H (-19.41380, -14.12815, -7.14636)
H (-21.29032, -16.26193, 5.99521)
H (-21.35215, -19.56622, -3.64995)
C (-24.44185, -16.27737, -4.11184)
H (-21.50462, -17.71858, -1.29183)
H (-24.74773, -13.66618, -3.37000)
O (-21.15943, -14.73246, -1.87934)
H (-19.19888, -13.84884, -2.18977)
H (-24.20154, -19.21108, 1.66711)
C (-19.01525, -19.93009, 0.41608)
H (-22.37513, -18.24497, -5.16464)
H (-23.03050, -14.13686, 3.18274)
H (-22.52929, -19.51213, -0.15864)
H (-22.82348, -16.99225, -1.35492)
C (-24.49952, -17.68818, -6.29450)
H (-20.34025, -17.03071, 0.61974)
H (-23.04368, -14.91792, 0.19322)
H (-19.40218, -13.85968, -4.56252)
H (-20.68334, -17.06233, 3.28500)
C (-20.24381, -14.29845, -6.46066)
H (-23.42665, -13.84172, -2.26652)
N (-19.50495, -13.15866, -0.20475)
H (-17.81345, -12.91666, -2.65136)
H (-19.22592, -9.60291, -4.92048)
H (-23.64631, -18.59997, -2.90745)
H (-19.93420, -20.48481, 0.22653)
H (-22.08478, -20.85213, -2.73178)
H (-24.00239, -17.84631, -7.25156)
C (-18.85224, -10.24307, -5.71964)
H (-20.77672, -15.07821, -1.04957)
C (-23.70322, -16.71716, -5.34692)
H (-25.35912, -17.07556, -6.56631)
C (-22.64597, -15.10866, 2.87316)
H (-20.03906, -15.34845, -6.25164)
C (-21.46552, -15.55740, 5.18217)
H (-19.30501, -9.81636, -6.61464)
H (-24.89478, -14.84586, -1.97044)
C (-20.40003, -12.02482, -5.40980)
H (-24.71426, -17.16474, -3.54046)
H (-19.81473, -18.68740, 2.03422)
H (-18.24639, -14.45462, 2.64038)
H (-17.79384, -17.12710, 0.38765)
H (-18.33951, -20.42349, 1.11467)
N (-21.49833, -14.16757, -4.56819)
C (-17.89871, -15.40536, 2.23627)
C (-21.74191, -19.81968, -2.66407)
N (-20.28844, -17.92371, 0.15072)
C (-18.19808, -17.53220, 1.31532)
H (-20.14779, -13.64362, -0.81439)
H (-21.71038, -14.85336, 2.37556)
H (-17.33266, -15.03720, 1.38061)
C (-19.37226, -18.55890, 1.04640)
O (-23.72069, -15.51422, 2.03032)
O (-18.82233, -16.43129, 1.98762)
H (-23.64685, -15.79315, -5.92237)
O (-19.08844, -11.60338, -5.67321)
H (-25.48523, -18.22710, 1.14429)
H (-21.87945, -17.11145, -6.02351)
H (-17.36361, -18.03866, 1.80036)
H (-19.73708, -17.78387, -0.68387)
H (-17.79485, -10.05942, -5.91019)
H (-22.19761, -13.54187, -4.94184)
N (-18.47430, -13.19153, -1.93873)
N (-22.19955, -17.47726, -1.98387)
H (-23.30481, -16.56736, 4.42329)
H (-25.33138, -20.02924, 0.71991)
H (-18.48317, -19.84286, -0.53122)
C (-22.82665, -18.75638, -2.20618)
N (-22.37347, -17.23506, -5.15130)
C (-24.85635, -19.05237, 0.81030)
H (-21.49572, -13.88235, -3.59930)
N (-21.62225, -17.30822, 3.56442)
H (-23.76017, -20.39781, -0.97525)
H (-21.19901, -14.19451, -6.97533)
H (-20.81856, -11.59156, -4.50138)
H (-23.99646, -13.67832, 1.10130)
H (-22.05086, -17.85381, 2.83044)
O (-17.58035, -12.06273, -0.23833)
H (-17.08539, -15.69474, 2.90175)
H (-24.73956, -18.65862, -5.86005)
H (-25.40216, -15.82675, -4.36256)
H (-21.85878, -14.61908, 5.57332)
Co (-21.49940, -16.03063, -3.35437)
H (-21.15127, -11.78810, -6.16326)
C (-18.35777, -12.91257, -0.72789)
H (-20.45362, -15.32594, 4.84962)
H (-24.64535, -15.13672, 0.23159)
C (-23.34506, -19.39525, -0.87205)
C (-20.27584, -13.56781, -5.14529)
O (-24.24990, -18.48161, -0.34397)
C (-22.38456, -16.11311, 4.05600)

Atomic forces in eV per Å
-1.31 -0.76 -1.20
0.54 -0.60 -0.95
0.01 0.12 -0.03
-0.03 -0.30 -0.32
1.07 0.67 0.94
-0.05 0.96 -0.04
-0.54 -0.14 -0.10
0.22 0.08 0.07
0.28 -1.23 0.18
0.84 0.13 0.08
-0.41 -0.38 -0.32
0.16 -0.06 0.72
0.16 -0.08 -0.66
0.91 0.17 -0.17
0.66 0.90 1.02
-0.28 -0.47 0.84
0.38 0.39 1.01
0.52 0.08 -0.07
-0.65 0.72 -0.02
-0.22 1.60 0.53
-0.75 0.92 -0.58
0.84 0.59 0.14
-0.09 0.45 0.18
0.06 0.18 -0.13
1.30 -0.98 -0.89
-0.28 0.10 0.59
-3.96 -1.86 4.54
0.08 -0.19 0.41
0.07 -0.51 0.66
0.01 -0.60 -0.01
0.11 -0.11 0.28
-0.44 0.11 0.18
0.46 0.00 0.23
0.01 1.35 -1.47
-0.49 -0.36 -0.77
-1.20 -0.57 -2.52
-0.71 -0.67 0.01
-1.03 0.80 1.19
-0.57 -0.33 0.25
-0.65 0.57 -0.32
-0.41 0.09 -0.35
-0.29 0.41 0.03
0.49 -1.37 1.65
0.06 0.07 0.60
-0.28 -0.29 -0.05
-1.14 -0.48 0.19
0.00 -0.19 -0.42
-0.17 -0.54 -0.12
0.71 1.74 0.79
1.70 1.04 0.15
-0.55 1.10 -0.67
-0.60 0.41 0.54
-0.96 -0.92 -0.73
-0.82 0.51 0.78
0.23 -0.60 -0.53
-0.31 -0.42 -0.85
1.71 -0.51 -0.21
0.28 -1.49 0.20
0.49 -0.23 0.35
0.54 0.10 -0.15
-0.11 -0.57 0.38
-0.68 -0.57 0.14
0.56 0.78 -0.06
0.01 0.35 0.84
0.11 0.42 -0.58
0.11 -0.27 0.56
-1.07 -0.43 -0.38
1.75 -2.57 -8.51
-0.07 -0.35 0.94
-0.23 0.68 0.19
-0.46 0.18 -0.84
0.00 0.28 -0.08
0.70 -3.31 0.44
0.70 0.09 0.45
-0.16 1.65 0.88
0.01 0.40 0.76
-0.23 0.15 0.45
-0.39 -0.05 -0.53
0.02 -0.01 -0.14
0.28 0.46 0.47
-0.07 0.15 -0.07
-0.30 0.31 -0.13
0.90 -1.51 0.15
-0.13 -0.55 0.43
-0.21 0.16 0.14
0.19 0.47 -0.18
-0.11 -0.04 0.21
0.86 -0.78 -0.41
0.21 -0.11 -0.72
2.01 6.49 3.70
-0.03 0.00 -0.60
-0.81 0.08 0.75
0.69 1.14 -1.05
-0.53 -0.05 -1.83
-0.90 -1.10 0.92
1.70 -1.07 -1.36

Mulliken atomic charge list, values in e, 5 entries:
1. O 0.41
2. C -0.52
3. H -0.04
4. H 0.14
5. C -1.01

---

[2]
Density functional theory data (ωB97M-V/def2-TZVPD) for a cluster of 6 separate species, C21H61BClN5O7Si in total in a non-equilibrium geometry.

Output
LUMO level	0.38	eV
total charge	0
highest occupied orbital energy	-0.3352	Eh

CARTESIAN COORDINATES (ANGSTROEM)
C (-0.17453, 3.25817, -0.68552)
O (-6.00084, 5.30883, -4.84141)
C (2.82873, -6.28974, 6.84541)
H (-6.04137, 6.21842, -5.12146)
H (4.30014, -3.01986, 4.88861)
C (-0.79279, 1.49774, 0.80530)
H (4.13938, 1.04159, 3.78651)
H (-5.86439, -0.54288, -3.93992)
H (1.43149, -1.75437, 3.97258)
H (-6.07608, 4.33914, -1.55052)
H (0.63374, 4.19182, 1.73937)
H (2.80010, -5.30711, 9.68680)
H (4.50476, -6.54620, 9.18919)
H (-5.46698, 6.59318, 0.01288)
C (-3.71682, 0.96804, -1.66161)
H (-3.92302, 1.73846, -0.91677)
H (2.84087, -1.11296, 1.38508)
H (-5.80696, 0.84631, -2.03011)
H (3.63729, -7.97904, 8.55500)
H (-2.79588, 1.26048, -2.16310)
C (2.22097, -5.08951, 7.58985)
Cl (-3.57731, 7.52128, -2.12357)
H (3.17164, -3.65506, 6.50839)
C (-4.89013, 0.84450, -2.62828)
H (2.42519, -2.77416, -7.22858)
H (-4.67367, 4.66439, -2.59351)
H (0.12091, 1.22033, 1.33575)
C (-4.89576, -0.46016, -3.44091)
H (-2.08973, 0.09667, -3.75503)
H (0.89828, -1.51153, -8.46425)
C (1.44619, -1.03548, -7.64599)
H (-6.48787, 7.67369, -1.88273)
H (1.38816, 0.76327, -3.86038)
C (0.51418, -1.06015, -6.42299)
H (2.30230, 0.95023, -5.35521)
C (1.82310, 0.36637, -8.11599)
H (-3.53532, 0.03060, -1.13175)
C (1.46593, 3.69239, 1.23864)
N (-4.91365, 2.03018, -3.49074)
O (2.47247, 0.20056, 2.84934)
H (2.37618, 4.24707, 1.46949)
O (-3.93532, -0.51074, -4.47792)
H (0.14099, -2.08115, -6.30936)
N (1.90886, -2.55554, 3.56952)
C (1.25524, 3.63845, -0.27026)
C (4.42040, -7.24321, 8.35302)
H (-1.32450, 2.28323, 1.34980)
C (3.26893, -2.13161, 3.21915)
H (0.95774, 1.03219, -8.11280)
N (3.06739, -3.89789, 7.48821)
C (1.91069, -5.35658, 9.06013)
H (3.08412, -1.48063, -6.54993)
C (3.05756, 0.94266, 3.90712)
Si (-5.43010, 6.75450, -1.44400)
H (4.00432, -4.16463, 7.77695)
H (-0.91971, 3.88369, -0.17693)
N (2.25351, 2.73955, -0.85871)
H (-2.61622, -1.53229, -3.22500)
H (0.53381, 1.23500, -5.34148)
N (2.67175, -1.80755, -7.41873)
H (5.04996, -1.53242, 4.31548)
H (1.21899, -4.60312, 9.43780)
H (-4.16455, 1.93067, -4.16996)
H (-8.09241, 5.06995, -2.50316)
H (-0.36305, -0.41735, -6.57472)
H (3.71936, -2.92185, 2.61171)
H (2.22781, -7.19698, 6.99118)
H (5.37277, -7.76552, 8.26097)
C (4.09239, -2.02354, 4.49758)
H (2.80733, -6.06342, 5.77687)
O (4.18985, -6.55341, 7.13866)
H (1.44750, -6.33603, 9.19678)
H (4.29401, -0.50576, 2.16720)
H (-0.27646, 3.45240, -1.75637)
C (-5.63329, 5.03860, -2.25704)
H (2.60278, 0.81349, -7.50102)
C (-2.61886, -0.81263, -4.04790)
C (1.34669, 0.62262, -4.94122)
H (2.21135, 0.32613, -9.13381)
H (2.61419, 1.93873, 3.90117)
H (-1.42981, 0.61366, 0.75893)
O (1.13312, -0.75577, -5.18553)
O (-0.49430, 1.88743, -0.52591)
H (1.43955, 4.64389, -0.65973)
H (3.57157, -1.47906, 5.28455)
H (1.27096, -4.86628, 7.09634)
H (1.39169, -2.75131, 2.71767)
C (3.27259, -0.85919, 2.35634)
H (1.97307, 1.78684, -0.64355)
H (-2.08252, -1.24758, -4.89099)
H (2.82372, 0.48277, 4.86921)
O (-7.92077, 5.47238, -3.34266)
H (-4.79612, -1.33814, -2.78945)
H (2.19435, 2.79531, -1.87127)
B (-6.54720, 5.26746, -3.55155)
H (-5.75898, 2.01352, -4.05470)
H (1.58438, 2.70058, 1.67547)

Atomic forces in eV per Å
0.01 0.07 -0.20
-0.34 0.08 1.38
-0.07 0.07 -0.19
-0.10 0.49 -0.81
0.03 -0.01 -0.07
0.15 -0.26 -0.16
0.02 -0.07 0.01
0.01 0.01 -0.06
0.00 -0.01 0.11
-0.01 -0.04 0.15
-0.01 -0.01 -0.01
0.07 -0.03 -0.05
-0.11 -0.09 0.11
0.20 0.25 0.19
-0.02 0.04 0.18
-0.02 0.02 -0.04
-0.05 0.02 0.00
-0.06 -0.05 -0.07
-0.06 0.03 0.04
0.00 -0.03 -0.02
0.20 -0.08 0.22
-0.74 -0.16 0.40
-0.15 0.11 -0.01
0.28 0.00 -0.05
0.03 -0.04 -0.10
0.21 -0.15 0.21
-0.08 0.07 0.18
-0.20 0.05 -0.04
0.10 -0.11 0.15
-0.06 -0.07 0.05
0.17 0.19 0.19
0.02 0.19 0.02
-0.06 -0.06 0.00
-0.08 -0.16 -0.05
-0.06 0.14 -0.08
-0.06 0.07 -0.16
0.01 -0.01 -0.01
0.09 0.13 0.18
-0.20 -0.17 -0.07
0.15 0.06 0.02
0.01 -0.01 -0.05
0.04 -0.11 0.13
0.03 -0.02 0.04
0.03 0.02 -0.18
-0.04 -0.25 0.16
0.21 0.12 -0.11
0.05 0.05 0.00
-0.10 0.21 0.21
0.00 0.00 0.01
0.00 -0.10 -0.16
-0.17 0.00 0.06
0.09 0.07 -0.02
-0.33 0.03 0.02
0.64 -0.94 -0.69
0.02 0.04 0.12
0.04 0.00 0.11
-0.12 0.06 -0.15
0.00 0.04 0.07
0.01 0.02 -0.07
-0.18 -0.09 0.06
0.00 0.01 0.01
0.03 0.02 -0.03
0.08 0.07 0.03
-0.58 0.00 0.89
0.06 0.11 -0.07
-0.03 0.03 -0.09
-0.02 0.00 0.13
-0.02 0.00 -0.07
0.16 -0.07 0.04
0.05 0.02 -0.01
-0.11 -0.07 0.08
0.01 0.00 0.00
0.05 -0.01 0.11
-0.01 -0.05 -0.02
-0.38 0.93 -0.82
-0.01 -0.04 0.09
0.05 0.14 -0.29
0.12 -0.15 0.17
0.02 -0.04 0.02
0.00 -0.01 -0.09
-0.04 0.04 -0.09
-0.07 0.09 -0.08
-0.10 0.11 0.11
-0.06 -0.01 -0.08
-0.05 0.05 -0.05
0.03 -0.03 -0.11
0.00 -0.12 0.01
-0.05 -0.12 -0.20
0.07 -0.03 0.10
-0.08 -0.04 -0.02
0.19 0.04 0.07
1.32 -0.22 -1.24
0.08 0.04 0.09
0.09 0.07 -0.01
-0.23 -0.42 0.36
-0.03 0.07 0.02
-0.04 -0.04 -0.08

Mulliken atomic charge list, values in e, 5 entries:
1. C -0.76
2. O -0.60
3. C -0.71
4. H 0.29
5. H 0.29